(one)
This record from OMol25 describes a structure of composition C11H28CrGeN4O6S5Se. The level of theory is ωB97M-V with the def2-TZVPD basis set.

Properties
- net charge = -2
- HOMO (spin up / spin down) (eV) = -0.69 / -1.54
- ⟨S²⟩ = 6.045
- LUMO energy (spin up / spin down) (eV) = 3.968 / 3.966
- multiplicity = 5
- Kohn-Sham gap (spin up / spin down) (eV) = 4.7 / 5.5

Atoms and positions in Å:
Se -1.0278 1.5062 -0.6400
Ge -1.9591 0.9656 -3.6097
Cr 0.8921 1.3948 2.7836
S 1.3131 3.4479 3.8861
S -1.5152 1.5458 3.1162
S -1.8193 3.1680 4.3797
S 2.5368 1.9959 0.8144
S -0.0431 3.2486 5.4171
O 2.7217 1.1752 -0.3824
O 1.0690 -1.8792 5.1478
O 2.7833 1.1690 2.0717
O 3.2937 3.2226 0.7990
O 1.0330 2.2795 1.0000
O 1.1060 0.2225 4.3719
N 3.5556 -2.1587 0.8029
N 0.5144 -0.5073 1.9258
N 1.5772 -3.0969 -0.1607
N 2.4716 -1.0270 -0.9739
C 2.3392 -1.9257 0.1034
C 0.8415 -1.0308 4.2922
C -0.3627 -3.4307 1.4382
C 0.4383 -2.8905 2.6167
C -0.7582 -0.5793 -3.6176
C -2.6022 1.1396 -1.7789
C 0.1395 -1.4524 2.9784
C -3.3955 0.6843 -4.9255
C 0.1359 -2.9898 0.0545
C -1.6163 3.2582 -0.0567
C -0.9657 2.5587 -4.1422
H -0.1696 2.7271 -3.4167
H -1.7385 3.9061 -0.9244
H -0.5212 2.4291 -5.1306
H -1.2976 -1.4968 -3.3741
H -3.9632 -0.2210 -4.7026
H 2.5832 -0.0583 -0.6420
H -1.6118 3.4385 -4.1607
H -2.5444 3.1567 0.5006
H -0.1470 -1.9543 -0.1471
H -0.9273 -1.3159 3.1820
H -0.8349 3.6343 0.5990
H -0.3734 -3.6007 -0.6988
H -0.3390 -4.5264 1.4736
H -0.2178 -0.3855 1.2297
H -3.3121 1.9563 -1.6524
H -0.2444 -0.7109 -4.5702
H -0.0098 -0.4025 -2.8419
H 1.3542 -0.8298 1.4316
H -2.9682 0.5858 -5.9255
H 1.6777 -1.0823 -1.5980
H 1.9936 -3.8955 0.3003
H -4.0831 1.5321 -4.9276
H -3.0692 0.2187 -1.4294
H 3.4644 -1.9775 1.7976
H -1.4138 -3.1351 1.5373
H 0.2405 -3.4839 3.5098
H 4.2661 -1.5283 0.4491
H 1.5099 -2.9943 2.4194

(two)
This record from OMol25 describes a structure of composition C11H28CrGeN4O6S5Se. The level of theory is ωB97M-V with the def2-TZVPD basis set.

Properties
- net charge = -2
- HOMO (spin up / spin down) (eV) = -0.85 / -1.27
- ⟨S²⟩ = 6.014
- LUMO energy (spin up / spin down) (eV) = 4.000 / 3.999
- multiplicity = 5
- Kohn-Sham gap (spin up / spin down) (eV) = 4.9 / 5.3

Atoms and positions in Å:
Se -0.0020 1.5165 -1.8272
Ge -0.0278 4.1513 0.5371
Cr -2.1125 -1.4772 -1.8865
S -0.2612 -1.3817 -3.6524
S -3.3657 1.0380 -0.1311
S -1.3312 -0.2454 2.3820
S -3.2170 0.1144 1.7236
S -4.0889 -0.2585 -1.5781
O -2.2289 -4.7362 0.5605
O -2.7372 -2.9617 -0.7144
O -0.9053 -2.6597 -3.2199
O -0.0442 -1.3299 -5.0822
O -1.2952 -0.3280 -3.2390
O 0.9721 -1.1808 -2.8779
N 2.7487 -1.3064 1.7774
N 0.7804 -1.4209 3.0580
N 1.6788 -3.3647 2.1991
N -0.4178 -1.8255 -0.5125
C 0.4470 -4.1334 -0.5078
C 0.1838 3.3654 2.3250
C 1.7148 -2.0260 2.2965
C 0.8557 3.1021 -0.9020
C -0.5077 -3.1236 0.1153
C -1.9610 -3.6763 -0.0175
C 2.3811 -4.0716 1.1289
C 1.8908 -3.7241 -0.2701
C 1.0072 5.8707 0.5989
C -1.9008 4.7163 0.2620
C -1.3546 2.6191 -2.6829
H 0.3169 -1.7292 -1.2182
H 3.2183 -1.7798 1.0168
H 1.7670 2.6786 -0.4708
H -0.3406 -1.0918 0.1934
H -1.8221 3.2622 -1.9439
H -2.0822 1.9308 -3.1021
H 0.6174 6.5065 1.3961
H 1.9834 -2.6496 -0.4556
H -2.1970 5.3733 1.0820
H -2.5596 3.8499 0.2613
H 1.1569 3.7925 -1.6934
H 0.2308 -5.1199 -0.0877
H -0.3385 3.9685 3.0697
H 3.4532 -3.8617 1.2139
H -0.8942 3.2075 -3.4771
H 2.4423 -0.3854 1.4860
H 2.2454 -5.1377 1.3182
H 0.7379 -3.7077 2.3648
H 0.9302 6.4195 -0.3404
H -0.3296 -3.0276 1.1935
H 1.2389 3.3017 2.6025
H 2.5470 -4.2247 -0.9875
H -0.2073 -1.5520 2.7286
H -2.0246 5.2585 -0.6753
H 0.2536 -4.1717 -1.5827
H 0.9241 -0.4179 3.1013
H -0.2321 2.3589 2.3426
H 2.0631 5.6863 0.8014

Most stable of them? (one).

(one)
This record from OMol25 describes an isolated molecule of C6H13N3. The level of theory is ωB97M-V with the def2-TZVPD basis set.

Properties
- net charge = 0
- HOMO (eV) = -8.93
- LUMO energy (eV) = 0.752
- SMILES = [H]/N=C(N)\C(C)=C(\C)CN
- Kohn-Sham gap (eV) = 9.7

Atoms and positions in Å:
N -1.8118 -1.6820 0.5440
N 2.1879 -0.9987 -1.0844
N 1.6047 -1.2345 1.3191
C -1.2621 -1.0142 -0.7310
C -1.8258 1.2655 0.0120
C 1.2374 1.8203 0.3478
C 0.5569 0.5403 -0.0021
C -0.7395 0.3482 -0.3618
C 1.4786 -0.5886 0.1087
H 2.0408 1.9577 -0.4904
H -2.2409 1.7233 -0.9500
H -1.6131 2.0890 0.6810
H -2.6020 0.7184 0.5805
H 0.9037 -0.8015 1.9494
H 1.5649 1.6980 1.3852
H -0.4730 -1.5196 -1.2106
H 2.4684 -0.0102 -1.5886
H 3.1435 -1.3994 -0.7823
H -2.0556 -1.0281 -1.4985
H -2.1016 -2.6217 0.2134
H -0.9690 -1.9146 1.1655
H 0.5075 2.6525 0.3931

(two)
This record from OMol25 describes a structure of composition C6H13N3. The level of theory is ωB97M-V with the def2-TZVPD basis set.

Properties
- net charge = 0
- HOMO (eV) = -7.99
- LUMO energy (eV) = 0.410
- Kohn-Sham gap (eV) = 8.4

Atoms and positions in Å:
N -1.1800 -0.2807 1.7316
N 0.7176 -1.4269 1.2294
N -1.0433 2.0305 0.0470
C -0.2338 -0.4687 0.9831
C 0.6602 -1.0488 -1.5178
C -0.1720 -0.1444 -0.4717
C -0.4936 1.1722 -0.8293
C -0.2945 1.8735 -2.1600
C 0.6363 -1.9127 2.4396
H -0.3791 1.1721 -3.0158
H 1.5255 -2.4494 2.7498
H -1.2127 2.6643 -2.0058
H -0.3792 1.9144 1.1120
H -0.3253 -2.4231 2.2245
H 1.9669 -1.2586 -0.9525
H 0.2334 -1.2629 3.3880
H -1.0045 2.9987 -0.2507
H -0.2480 -2.1704 -1.5255
H -1.7950 0.3705 1.1462
H 1.6311 -1.3022 0.7085
H 0.8498 2.4009 -2.2404
H 0.5401 -0.4480 -2.7901

(three)
This record from OMol25 describes a cluster of 2 separate species, C6H13N3 in total. The level of theory is ωB97M-V with the def2-TZVPD basis set.

Properties
- net charge = 0
- HOMO (eV) = -8.67
- LUMO energy (eV) = 0.075
- SMILES = [H]/N=C(\C)C#N.CCCN
- Kohn-Sham gap (eV) = 8.7

Atoms and positions in Å:
N -0.5024 2.3048 0.6055
N 0.5936 -2.6523 0.7428
N -1.1425 -0.6714 2.1264
C -2.6338 1.3031 -0.2108
C -1.3661 1.3867 0.5911
C 1.6964 0.5150 -1.1861
C 0.7719 -1.7250 -0.3365
C -1.1296 0.2357 1.4190
C 1.6121 -0.4134 0.0162
H 2.3521 1.3578 -0.9808
H 0.0505 -2.2208 1.4953
H 1.2926 0.1403 0.9006
H -2.6223 0.4162 -0.8384
H 2.6125 -0.7714 0.2730
H 2.0888 -0.0155 -2.0519
H -0.2139 -1.4143 -0.6919
H -2.7491 2.1840 -0.8423
H 1.2823 -2.2343 -1.1579
H -0.7027 3.0902 -0.0117
H 1.4889 -2.9298 1.1274
H -3.4910 1.2212 0.4621
H 0.7116 0.8933 -1.4510

Most stable of them? (three).

(one)
This record from OMol25 describes an isolated molecule of C3H6N4S. The level of theory is ωB97M-V with the def2-TZVPD basis set.

Properties
- net charge = 0
- HOMO (eV) = -8.10
- LUMO energy (eV) = 0.739
- SMILES = [H]/N=c1\sccn1NN
- Kohn-Sham gap (eV) = 8.8

Atoms and positions in Å:
S 2.2235 0.9590 -0.3157
N -0.2443 1.3546 -1.4528
N -2.1900 -0.6957 -0.5773
N -1.4488 -0.3017 0.5158
N -0.0334 -0.3552 0.2788
C 0.8279 -0.6210 1.2337
C 0.5500 0.7244 -0.7171
C 2.1062 -0.1613 1.1513
H 2.9591 -0.5555 1.7685
H -1.8848 -0.2080 -1.5018
H 0.3941 -1.1689 2.0304
H -1.9451 -1.6622 -0.9012
H 0.2302 1.9629 -2.0764
H -1.5446 0.7285 0.5638

(two)
This record from OMol25 describes an isolated molecule of C3H6N4S. The level of theory is ωB97M-V with the def2-TZVPD basis set.

Properties
- net charge = 0
- HOMO (eV) = -9.03
- LUMO energy (eV) = -0.225
- SMILES = [H]/N=C\N(C=S)/C(N)=N/[H]
- Kohn-Sham gap (eV) = 8.8

Atoms and positions in Å:
S 2.3378 -0.4111 -0.2359
N -0.3439 -0.4432 0.1319
N -1.4111 1.4464 -0.6729
N -2.7343 -0.9469 0.1073
N 0.4539 1.7692 0.6656
C -0.4232 1.0096 -0.0081
C 0.8905 -1.0861 0.0809
C -1.5431 -1.2881 0.1003
H -1.3675 2.4580 -0.6238
H -2.7353 -0.0195 -0.2265
H 0.8002 -2.1659 0.2720
H -1.2770 -2.3336 0.2883
H 0.6104 2.6971 0.2875
H 1.2663 1.3507 1.1146

(three)
This record from OMol25 describes an isolated molecule of C3H6N4S. The level of theory is ωB97M-V with the def2-TZVPD basis set.

Properties
- net charge = 0
- HOMO (eV) = -8.68
- LUMO energy (eV) = 0.362
- SMILES = Cc1nnc(N)n1S
- Kohn-Sham gap (eV) = 9.0

Atoms and positions in Å:
S 0.1632 2.0262 -0.1995
N -0.3870 -1.7750 -0.1100
N 0.2222 0.3379 -0.1126
N 2.6118 0.0333 -0.2002
N 1.0004 -1.7205 -0.0911
C -0.8460 -0.5672 -0.1242
C -2.2726 -0.1420 -0.1124
C 1.3384 -0.4648 -0.1088
H 2.7787 0.8619 0.3222
H -2.5234 0.4600 -0.9942
H -2.5189 0.4114 0.7781
H 3.3146 -0.6778 -0.0262
H -2.8849 -1.0346 -0.1432
H 0.0034 2.2513 1.1221

Most stable of them? (three).

(one)
This record from OMol25 describes a cluster of 2 separate species, C3H3FN2 in total. The level of theory is ωB97M-V with the def2-TZVPD basis set.

Properties
- net charge = 0
- HOMO (spin up / spin down) (eV) = -9.63 / -9.43
- LUMO energy (spin up / spin down) (eV) = -0.712 / -1.953
- Kohn-Sham gap (spin up / spin down) (eV) = 8.9 / 7.5

Atoms and positions in Å:
F -0.9252 -0.8368 -2.5681
N -0.9922 -2.1529 -2.1055
N -0.7269 -3.5585 1.3449
C -0.7350 -2.9524 0.3538
C -0.8027 -2.3687 -0.8893
C -0.0370 0.1859 -0.3747
H 0.8572 0.1902 -0.9703
H -0.8014 0.9151 -0.5289
H 0.0041 -0.3247 0.5365

(two)
This record from OMol25 describes an isolated molecule of C3H3FN2. The level of theory is ωB97M-V with the def2-TZVPD basis set.

Properties
- net charge = 0
- HOMO (eV) = -9.54
- LUMO energy (eV) = 0.825
- SMILES = Fc1cc[nH]n1
- Kohn-Sham gap (eV) = 10.4

Atoms and positions in Å:
F 2.6038 -0.1555 -0.0791
N 0.6004 -1.2903 0.0692
N -0.6496 -0.9451 -0.1945
C 0.3369 0.9598 -0.0807
C -0.9110 0.3925 -0.0843
C 1.2834 -0.1389 -0.0530
H -1.4171 -1.6177 0.0540
H -2.0364 0.6640 0.2511
H 0.1897 2.1312 0.1173

Most stable of them? (two).

(one)
This record from OMol25 describes an isolated molecule of C3HF3O. The level of theory is ωB97M-V with the def2-TZVPD basis set.

Properties
- net charge = 0
- HOMO (eV) = -9.04
- LUMO energy (eV) = 0.649
- SMILES = FC(F)(F)C1=CO1
- Kohn-Sham gap (eV) = 9.7

Atoms and positions in Å:
F -3.6687 0.7178 0.0149
F -3.1695 -1.2980 -0.8199
F -2.9455 -0.8418 1.2876
O -0.1442 0.2319 0.3444
C -0.7701 1.3309 -0.5923
C -2.8118 -0.2991 0.0994
C -1.4222 0.3462 -0.1275
H -0.3543 2.1782 -1.1658

(two)
This record from OMol25 describes an isolated molecule of C3HF3O. The level of theory is ωB97M-V with the def2-TZVPD basis set.

Properties
- net charge = 0
- HOMO (eV) = -10.67
- LUMO energy (eV) = 0.376
- Kohn-Sham gap (eV) = 11.0

Atoms and positions in Å:
F 0.5100 -1.6293 0.0569
F 1.5210 0.0990 0.9104
F 1.7755 -0.3503 -1.2068
O -1.5361 -0.0119 0.2351
C 0.8879 -0.2975 -0.2044
C -0.3937 0.5055 -0.4321
C -1.3182 1.4567 -0.5308
H -1.4464 0.2279 1.1717

Most stable of them? (one).

(one)
This record from OMol25 describes the ion C3H9N2S with charge -1. The level of theory is ωB97M-V with the def2-TZVPD basis set.

Properties
- net charge = -1
- HOMO (eV) = -2.27
- LUMO energy (eV) = 3.659
- SMILES = NCNCC[S-]
- Kohn-Sham gap (eV) = 5.9

Atoms and positions in Å:
S 0.9058 -1.7761 -3.1827
N -0.0725 -0.1001 0.4411
N 0.1143 1.5764 2.1466
C 0.5654 -1.6745 -1.4028
C -0.4243 1.2449 0.8295
C 0.0426 -0.3000 -1.0150
H -0.6264 1.6882 2.8341
H -0.1658 -2.4421 -1.1046
H 0.6641 0.7864 2.4668
H -1.5108 1.4103 0.8315
H 1.4492 -1.8704 -0.7762
H 0.7383 0.4237 -1.4379
H -0.7527 -0.7615 0.7942
H -0.0076 1.9331 0.0934
H -0.9197 -0.1382 -1.5180

(two)
This record from OMol25 describes the ion C3H9N2S with charge -1. The level of theory is ωB97M-V with the def2-TZVPD basis set.

Properties
- net charge = -1
- HOMO (eV) = -2.55
- LUMO energy (eV) = 4.181
- SMILES = NC[C@H](N)C[S-]
- Kohn-Sham gap (eV) = 6.7

Atoms and positions in Å:
S -1.9400 1.3502 0.4546
N 2.3776 -1.3702 -1.0798
N 1.1222 0.5029 0.8808
C -1.1317 -0.2421 0.1398
C 0.3524 -0.1064 -0.2621
C 1.0000 -1.4664 -0.5462
H 1.1634 1.4862 0.6166
H 1.1618 -1.9584 0.4113
H 0.3506 -1.9940 -1.2483
H 0.4257 0.5920 -1.0972
H -1.6624 -0.6340 -0.7372
H 0.4621 0.6153 1.6505
H 2.8649 -0.9001 -0.3230
H 2.4752 -0.7486 -1.8729
H -1.1199 -1.0058 0.9285

Most stable of them? (two).